No. 1
The following is a DFT calculation (the ωB97M-V functional and the def2-TZVPD basis) of a 2-piece molecular cluster, H6OSi2 overall in a non-equilibrium geometry.

SMILES	O=[SiH2].[SiH4]
energy above the lowest of the compared OMol25 structures with the same formula, charge and spin	70.28	kcal per mole
E_tot	-657.7335	hartree
LUMO level	-0.4004	eV

Element x y z (Å)
O  0.418382  -2.150380  -1.629991
Si  -0.012854  -2.100978  -0.185091
H  -1.291777  -1.238197  0.148338
H  0.714675  -2.934419  0.737014
Si  0.018354  1.619504  0.224950
H  -0.799343  1.874840  -1.051691
H  -0.766860  1.318606  1.332862
H  0.565872  2.978025  0.404910
H  1.153550  0.632999  0.018698

Cartesian forces, eV/Å:
0.2 0.0 -0.6
-1.5 1.0 -0.6
1.3 -1.0 0.2
0.0 -0.1 0.9
1.0 1.1 -2.6
0.4 -0.7 0.8
-1.1 -0.6 1.4
0.3 -0.1 0.3
-0.6 0.3 0.1

No. 2
The following is a DFT calculation (the ωB97M-V functional and the def2-TZVPD basis) of a 35-piece molecular cluster, H70O35 overall in a non-equilibrium geometry.

energy above the lowest of the compared OMol25 structures with the same formula, charge and spin	108.49	kcal per mole
E_tot	-2675.4198	hartree
LUMO level	-1.2219	eV

Element x y z (Å)
O  1.667462  -6.258992  25.729642
H  2.064024  -6.512633  24.896190
H  0.879582  -6.798682  25.794625
O  -3.154197  -14.310457  24.150834
H  -3.904373  -14.897208  24.054943
H  -3.485861  -13.451930  23.887856
O  -6.264483  -12.557831  25.488992
H  -5.791599  -13.274860  25.911455
H  -7.096601  -12.508984  25.959554
O  1.398162  -10.654652  25.697216
H  2.053555  -10.692283  25.000598
H  0.563648  -10.565078  25.237001
O  -4.022477  -11.513219  23.857012
H  -4.744085  -11.899077  24.353630
H  -4.326564  -11.517332  22.949399
O  -0.053995  -13.399599  27.352706
H  -0.693930  -14.100312  27.478076
H  -0.256099  -13.041878  26.488176
O  -4.300183  -11.722953  21.076469
H  -4.617722  -10.968887  20.579685
H  -4.155488  -12.401258  20.416781
O  1.497414  -8.543103  27.572546
H  1.367720  -9.161763  26.853756
H  1.860114  -7.762127  27.154504
O  -2.399340  -8.551911  28.747997
H  -1.840750  -9.282989  28.483967
H  -2.921224  -8.355453  27.969999
O  -1.504179  -12.279763  21.228355
H  -1.678458  -11.814244  22.046376
H  -1.756316  -11.661846  20.542174
O  -0.579615  -6.282025  27.732464
H  -0.733170  -6.947376  28.403259
H  0.249786  -5.875322  27.983279
O  -1.930193  -4.588845  24.832780
H  -1.430381  -5.390382  24.987559
H  -2.844240  -4.851106  24.942148
O  -4.083647  -4.360634  22.121586
H  -3.717185  -3.515036  22.380255
H  -3.325643  -4.941860  22.059664
O  -6.442360  -5.544088  22.221437
H  -6.665305  -5.414786  21.299589
H  -5.684370  -4.977910  22.366736
O  -4.161965  -5.589788  26.385661
H  -4.278690  -6.039207  27.222700
H  -4.815173  -5.984720  25.808098
O  -6.828925  -8.672890  21.963071
H  -5.872231  -8.690344  21.937492
H  -7.048736  -7.750414  22.093243
O  -3.909133  -12.712411  29.125664
H  -4.809385  -12.522059  28.861952
H  -3.641294  -13.436466  28.559772
O  -7.082778  -8.568688  27.289803
H  -7.615465  -9.295338  26.966612
H  -6.473729  -8.973667  27.907287
O  -3.147653  -8.929784  25.667597
H  -3.977130  -8.517767  25.425852
H  -3.292938  -9.864755  25.522824
O  -3.036417  -4.960326  29.510234
H  -2.717614  -5.252715  28.656364
H  -3.520691  -5.710418  29.855304
O  -5.249346  -6.590703  29.666276
H  -5.825181  -6.312711  30.378568
H  -5.596529  -7.440386  29.394720
O  -5.865736  -9.600157  29.440323
H  -5.904896  -10.518699  29.173899
H  -5.659760  -9.629848  30.374630
O  -8.226274  -10.250292  24.238243
H  -9.087146  -10.356088  23.833339
H  -7.688194  -9.847986  23.556446
O  -4.140234  -2.925035  26.713930
H  -4.102875  -3.847171  26.967888
H  -4.887089  -2.870366  26.117722
O  -1.802141  -6.544029  22.234011
H  -2.053149  -7.259080  21.649266
H  -1.616212  -6.971644  23.069963
O  -1.365635  -10.490898  23.762060
H  -2.308612  -10.653323  23.787798
H  -1.279766  -9.550416  23.918132
O  -6.416360  -12.403996  28.579491
H  -7.037515  -12.039841  27.948789
H  -6.952603  -12.944051  29.160027
O  -1.111001  -10.831255  28.375425
H  -1.832359  -11.382855  28.678094
H  -0.466605  -11.448033  28.028189
O  -4.075092  -8.464904  21.860396
H  -3.274533  -8.877314  21.535951
H  -4.495098  -8.107661  21.077961
O  -7.208845  -5.973824  26.569627
H  -7.751704  -5.818184  25.796763
H  -7.144646  -6.926979  26.629806
O  -5.329067  -7.608521  24.641764
H  -5.234532  -6.936472  23.966740
H  -5.949842  -8.235621  24.270802
O  -1.814745  -9.329242  20.796451
H  -0.885938  -9.380905  21.022025
H  -1.890977  -9.821704  19.979200
O  -1.068390  -7.229958  25.267743
H  -1.664290  -7.971976  25.370473
H  -0.920662  -6.915537  26.159671
O  -0.652950  -13.014782  24.864380
H  -1.352654  -13.592205  24.559070
H  -0.920468  -12.141440  24.578148
O  -1.743707  -8.167557  31.325090
H  -1.262533  -8.989397  31.421375
H  -2.153851  -8.229257  30.462411

Cartesian forces, eV/Å:
0.5 0.2 0.3
0.1 0.0 -0.2
-0.5 -0.2 -0.2
0.1 -0.3 0.3
0.0 -0.3 -0.1
0.0 0.6 -0.2
0.3 0.0 -0.2
0.2 -0.3 0.2
-0.3 0.1 -0.4
-0.1 0.1 0.2
0.3 -0.1 -0.1
-0.4 -0.1 -0.2
0.6 -0.1 0.3
-0.6 0.2 0.5
-0.1 0.1 -0.9
0.3 0.0 1.4
-0.1 -0.2 0.1
0.0 -0.1 -0.9
-0.2 0.3 0.0
-0.3 0.3 0.0
0.1 -0.4 0.0
-0.1 0.1 0.6
0.1 -0.5 -0.2
0.3 0.3 -0.1
-0.5 0.9 0.0
0.7 -0.7 -0.2
-0.2 0.1 -0.3
0.3 -0.6 -0.4
0.1 0.3 0.3
-0.1 -0.1 0.1
-0.2 0.3 -0.2
-0.2 -0.5 0.4
0.2 0.3 0.0
0.2 0.7 -0.6
0.0 -0.2 0.0
-0.1 0.0 0.4
-0.3 0.3 -0.2
0.1 0.2 0.2
0.6 -0.5 0.2
-1.0 -1.0 0.1
-0.1 0.2 -0.2
0.9 0.5 0.0
0.5 -0.3 -0.1
-0.2 -0.1 0.4
-0.6 -0.1 0.2
-0.7 -0.5 0.1
0.5 -0.2 0.3
-0.1 0.6 0.1
0.9 0.0 0.2
-0.1 0.1 -0.1
0.2 -0.2 -0.1
-0.2 -0.2 -0.5
-0.3 0.0 -0.3
0.3 0.2 0.5
0.6 -0.5 0.4
-0.7 0.7 -0.5
0.0 -0.4 0.1
0.2 0.4 0.1
0.4 0.0 -0.2
-0.2 -0.2 0.1
0.1 -0.2 -0.1
-0.2 0.3 0.1
-0.1 -0.3 -0.1
0.0 0.1 0.1
0.1 -0.5 0.0
0.2 0.2 0.3
0.0 -0.3 0.6
-0.2 0.0 -0.1
0.3 0.3 -0.5
0.1 1.0 0.1
0.0 -0.3 -0.1
-0.2 -0.1 0.0
0.0 0.3 -0.5
-0.1 -0.1 -0.2
0.1 0.2 0.7
0.6 -0.1 -0.3
-0.8 -0.1 0.2
0.1 0.4 0.2
-0.7 0.1 -0.2
-0.1 0.2 -0.2
-0.1 -0.2 0.4
-0.2 0.3 0.0
-0.3 -0.3 0.2
0.5 -0.4 -0.1
-0.9 0.0 0.3
0.6 -0.4 -0.1
0.2 0.5 -0.4
0.0 0.7 -0.1
-0.1 0.2 -0.2
0.1 -0.5 0.2
0.1 -0.1 0.3
0.1 0.2 -0.5
-0.3 -0.2 -0.1
0.0 0.0 -0.3
0.4 0.0 0.3
0.0 0.1 -0.4
0.6 -0.4 -1.5
-0.7 -0.3 0.3
0.1 0.4 1.3
0.2 0.1 -0.3
-0.3 -0.5 -0.1
0.0 0.5 -0.2
0.1 0.2 0.9
0.2 -0.2 0.0
-0.2 0.0 -0.6

No. 3
The following is a DFT calculation (the ωB97M-V functional and the def2-TZVPD basis) of a 4-piece molecular cluster, H7O3S overall.

net charge	-1
energy above the lowest of the compared OMol25 structures with the same formula, charge and spin	17.59	kcal per mole
E_tot	-628.1512	hartree
LUMO level	3.6045	eV

Element x y z (Å)
S  1.291784  -1.124310  -2.095697
H  1.290666  -2.435915  -2.373259
H  0.687583  0.720724  2.054743
H  -0.110763  2.047467  2.004196
O  0.554093  1.575316  2.507781
H  2.046155  -0.790455  0.984690
H  0.771554  -1.603146  0.947934
O  1.171700  -0.855951  1.405865
H  -2.361957  1.455709  -1.428495
H  -2.384979  0.118969  -2.072528
O  -2.955832  0.891591  -1.935230

Cartesian forces, eV/Å:
-0.1 0.0 0.2
0.0 -0.1 0.0
-0.1 0.0 0.0
0.0 -0.1 -0.1
0.0 0.1 0.2
-0.5 0.0 -0.2
-0.1 0.2 -0.4
0.7 -0.2 0.4
-0.1 0.1 0.0
-0.2 0.0 -0.1
0.4 -0.2 0.1